Entry from the Open Molecules 2025 dataset: the molecule C6H15NO (wB97M-V/def2-TZVPD).

CARTESIAN COORDINATES (ANGSTROEM)
C  -2.696  0.264  -0.412
C  -1.226  0.231  -0.828
C  -0.238  -0.090  0.313
N  -0.707  -1.270  1.008
O  -0.114  1.033  1.182
C  1.176  -0.385  -0.250
C  1.670  0.740  -1.158
C  2.189  -0.592  0.878
H  -2.867  0.949  0.419
H  -3.299  0.607  -1.250
H  -3.042  -0.726  -0.130
H  -0.956  1.205  -1.236
H  -1.099  -0.521  -1.607
H  -1.588  -1.085  1.474
H  -0.042  -1.546  1.720
H  -0.995  1.366  1.382
H  1.093  -1.311  -0.827
H  1.087  0.804  -2.073
H  2.707  0.560  -1.434
H  1.612  1.688  -0.631
H  2.171  0.264  1.547
H  1.978  -1.493  1.449
H  3.188  -0.691  0.462

energy above the lowest of the compared OMol25 structures with the same formula, charge and spin: 0.435 eV
gap between HOMO and LUMO: 10.44 eV
LUMO: 0.9 eV

Atom charges from the Mulliken analysis, given in e for atoms 1 to 4: -1.382 -0.769 0.777 -0.673